[1]
{"formula": "C16H15N3O4S", "method": "the ωB97M-V functional and the def2-TZVPD basis", "smiles": "O=C(NCCc1cccs1)[C@H]1CC(c2ccccc2[N+](=O)[O-])=NO1", "e_above_lowest_kcal_mol": 107.5, "e_tot_ev": -40327.1682, "species": ["O", "C", "N", "H", "C", "H", "H", "C", "C", "C", "C", "C", "S", "H", "H", "H", "H", "H", "C", "H", "C", "C", "N", "O", "C", "C", "C", "C", "C", "C", "N", "O", "O", "H", "H", "H", "H", "H", "H"], "positions_angstrom": [[0.430, 2.702, -1.297], [0.837, 2.206, -0.269], [2.114, 1.883, -0.015], [2.306, 1.348, 0.822], [3.138, 1.889, -1.032], [4.051, 2.323, -0.615], [2.775, 2.515, -1.850], [3.422, 0.464, -1.542], [3.885, -0.413, -0.429], [3.135, -1.175, 0.413], [3.903, -1.822, 1.409], [5.225, -1.537, 1.315], [5.564, -0.472, 0.007], [6.031, -1.884, 1.930], [3.482, -2.467, 2.158], [2.068, -1.279, 0.331], [2.504, 0.055, -1.971], [4.180, 0.518, -2.323], [-0.099, 1.901, 0.922], [0.020, 2.680, 1.679], [-1.541, 1.692, 0.461], [-1.655, 0.198, 0.649], [-0.627, -0.304, 1.218], [0.292, 0.646, 1.516], [-2.705, -0.681, 0.154], [-2.318, -1.943, -0.309], [-3.223, -2.809, -0.887], [-4.550, -2.433, -1.045], [-4.964, -1.203, -0.580], [-4.059, -0.341, 0.032], [-4.610, 0.861, 0.600], [-4.083, 1.308, 1.599], [-5.590, 1.334, 0.067], [-5.994, -0.890, -0.661], [-5.256, -3.099, -1.515], [-2.892, -3.778, -1.230], [-1.280, -2.218, -0.207], [-1.660, 1.990, -0.584], [-2.260, 2.233, 1.076]]}



[2]
{"formula": "FH2PS3", "method": "the ωB97M-V functional and the def2-TZVPD basis", "smiles": "FP(=S)(S)S", "e_above_lowest_kcal_mol": 0.0, "e_tot_ev": -44546.2347, "species": ["F", "P", "S", "S", "S", "H", "H"], "positions_angstrom": [[-1.528, 1.642, -0.621], [-1.327, 0.171, 0.099], [-2.815, -1.062, 0.072], [-0.336, 0.599, 1.962], [0.276, -0.458, -1.219], [-1.419, 0.985, 2.627], [-0.506, -1.566, -1.167]]}



[3]
{"formula": "C31H37FeN9O4Te", "method": "the ωB97M-V functional and the def2-TZVPD basis", "charge": -1, "e_above_lowest_kcal_mol": 8.7, "multiplicity": 6, "e_tot_ev": -96024.2864, "species": ["Fe", "C", "O", "C", "C", "C", "C", "C", "C", "N", "N", "C", "C", "C", "C", "O", "C", "N", "C", "C", "C", "C", "H", "H", "H", "H", "H", "H", "H", "H", "H", "H", "H", "H", "O", "N", "N", "O", "C", "C", "C", "C", "C", "C", "H", "H", "H", "H", "H", "C", "H", "H", "C", "N", "C", "N", "C", "N", "C", "N", "C", "C", "H", "H", "H", "H", "H", "H", "H", "H", "H", "H", "H", "H", "C", "Te", "C", "H", "H", "H", "H", "H", "H"], "positions_angstrom": [[0.526, -0.965, -0.438], [-3.674, 6.557, 0.007], [-2.541, 7.353, 0.263], [-1.592, 6.829, 1.108], [-0.465, 7.614, 1.329], [0.540, 7.156, 2.157], [0.472, 5.898, 2.762], [-0.669, 5.134, 2.545], [-1.699, 5.593, 1.733], [1.513, 5.572, 3.665], [1.866, 4.373, 3.901], [1.563, 3.263, 3.147], [1.516, 2.064, 3.884], [1.139, 0.876, 3.326], [0.800, 0.757, 1.948], [0.501, -0.431, 1.486], [0.871, 1.939, 1.178], [0.500, 1.956, -0.182], [0.975, 2.906, -1.006], [1.688, 3.980, -0.551], [1.837, 4.146, 0.835], [1.395, 3.165, 1.719], [-4.299, 7.125, -0.679], [-4.238, 6.352, 0.922], [-3.398, 5.606, -0.459], [-0.398, 8.582, 0.848], [1.413, 7.767, 2.353], [-0.759, 4.156, 2.999], [-2.563, 4.961, 1.586], [1.756, 2.133, 4.939], [1.109, -0.034, 3.912], [0.714, 2.784, -2.050], [2.067, 4.707, -1.253], [2.321, 5.029, 1.219], [2.688, -0.698, -0.766], [3.419, -1.686, -0.507], [2.769, -2.782, -0.320], [1.457, -2.847, -0.401], [3.498, -3.964, -0.021], [4.889, -3.947, 0.058], [5.557, -5.123, 0.352], [4.858, -6.305, 0.566], [3.475, -6.304, 0.484], [2.785, -5.135, 0.192], [5.426, -3.026, -0.103], [6.637, -5.112, 0.417], [5.391, -7.218, 0.796], [2.918, -7.218, 0.653], [1.709, -5.110, 0.130], [-0.450, 0.950, -0.695], [-1.275, 0.952, 0.029], [-0.862, 1.360, -1.625], [-2.575, -1.490, -0.895], [-1.377, -2.239, -0.487], [-1.553, -2.667, 0.921], [-2.751, -3.491, 1.085], [-3.907, -2.709, 0.642], [-3.793, -2.290, -0.760], [-3.648, -3.493, -1.580], [-2.483, -4.293, -1.197], [-1.293, -3.452, -1.325], [-2.630, -4.659, 0.215], [-2.450, -1.179, -1.936], [-2.658, -0.599, -0.276], [-1.612, -1.774, 1.544], [-0.665, -3.225, 1.221], [-3.995, -1.821, 1.270], [-4.810, -3.314, 0.755], [-3.545, -3.197, -2.627], [-4.548, -4.104, -1.476], [-1.186, -3.135, -2.366], [-0.404, -4.011, -1.038], [-1.756, -5.238, 0.520], [-3.522, -5.281, 0.326], [1.155, -2.767, -4.441], [0.876, -0.874, -3.491], [-0.820, -0.350, -4.673], [1.555, -2.656, -5.445], [0.202, -3.293, -4.470], [1.852, -3.333, -3.827], [-1.548, -1.159, -4.653], [-0.518, -0.139, -5.695], [-1.266, 0.540, -4.234]]}